1.
C63H133N7O7 | ωB97M-V/def2-TZVPD

Gap between HOMO and LUMO, eV: 8.031
SMILES string: CC1(C)CCCC(C)(C)N1O.CC1(C)CCCC(C)(C)N1O.CC1(C)CCCC(C)(C)N1O.CC1(C)CCCC(C)(C)N1O.CC1(C)CCCC(C)(C)N1O.CC1(C)CCCC(C)(C)N1O.CC1(C)CCCC(C)(C)N1O
Relative energy (zero: lowest compared OMol25 entry of this formula, charge and spin), kcal/mol: 133.7
F_max, eV/A: 5.5

Geometry as XYZ:
```
210
C63H133N7O7, DFT ωB97M-V/def2-TZVPD
C 13.5126 -25.9059 -0.0920
C 13.1354 -26.3770 -1.5428
C 14.3358 -26.0635 -2.4340
C 14.1857 -26.6666 -3.8782
C 13.7884 -28.1883 -3.8096
C 12.7251 -28.5727 -2.8149
N 12.9089 -27.9082 -1.5279
O 12.0303 -28.2434 -0.5924
C 11.2990 -28.3869 -3.3937
C 12.9357 -30.0880 -2.5698
C 11.9050 -25.4611 -2.0513
H 13.7836 -24.8502 -0.0961
H 14.2282 -26.4907 0.4859
H 12.5348 -25.9646 0.3860
H 14.3689 -24.9806 -2.5540
H 15.2605 -26.4958 -2.0516
H 15.1338 -26.5196 -4.3954
H 13.5040 -26.0608 -4.4752
H 14.6460 -28.8453 -3.6651
H 13.3778 -28.4157 -4.7934
H 10.8957 -27.3772 -3.4714
H 11.1046 -28.8227 -4.3737
H 10.5479 -28.7703 -2.7030
H 12.1166 -30.5387 -2.0095
H 13.0242 -30.5571 -3.5497
H 13.8708 -30.2863 -2.0459
H 11.0147 -25.8219 -1.5363
H 11.8463 -25.5330 -3.1374
H 12.1958 -24.4197 -1.9134
H 12.5389 -28.4404 0.1976
C 17.7909 -29.2752 0.9594
C 16.4249 -29.7826 1.4927
C 15.7952 -30.3502 0.2797
C 14.6351 -31.2559 0.6651
C 14.8949 -32.3800 1.6263
C 15.5626 -31.7783 2.9481
N 16.7107 -30.8535 2.5281
O 17.3282 -30.3720 3.6811
C 14.4391 -31.1112 3.7434
C 16.1753 -32.9667 3.6502
C 15.5340 -28.6427 1.9753
H 18.1979 -28.8354 1.8699
H 17.6103 -28.5985 0.1242
H 18.4381 -30.1057 0.6770
H 15.4282 -29.5529 -0.3667
H 16.4822 -30.8761 -0.3833
H 14.1441 -31.6305 -0.2331
H 13.7499 -30.6859 0.9473
H 15.4983 -33.1364 1.1244
H 13.9874 -32.9504 1.8240
H 13.8047 -31.8990 4.1495
H 15.0346 -30.5028 4.4241
H 13.7555 -30.4539 3.2060
H 15.6050 -33.3462 4.4981
H 16.3423 -33.7794 2.9433
H 17.2008 -32.7454 3.9461
H 15.8349 -27.8135 1.3349
H 15.7570 -28.3132 2.9900
H 14.4599 -28.5960 1.7954
H 18.1003 -30.9383 3.7505
C 19.1533 -18.2042 8.4706
C 19.1304 -19.2416 7.2803
C 18.5110 -20.6315 7.6982
C 16.9522 -20.6621 7.9096
C 16.2950 -20.2158 6.6545
C 16.7500 -18.8408 6.0760
N 18.2532 -18.7740 6.1652
O 18.6724 -17.6222 5.5040
C 16.3167 -18.9362 4.5000
C 16.1122 -17.7162 6.9250
C 20.5312 -19.5435 6.6792
H 18.1734 -17.9790 8.8915
H 19.6842 -17.3089 8.1469
H 19.8202 -18.6214 9.2251
H 19.0414 -21.4466 7.2058
H 18.8948 -20.8806 8.6875
H 16.7585 -20.0368 8.7811
H 16.6022 -21.6475 8.2173
H 15.2407 -20.1967 6.9304
H 16.2545 -20.9259 5.8285
H 15.2422 -18.8731 4.3281
H 16.7029 -18.0384 4.0173
H 16.7308 -19.8339 4.0409
H 15.0536 -17.9747 6.9026
H 16.4495 -17.7574 7.9607
H 16.0903 -16.7174 6.4891
H 20.4902 -20.4022 6.0091
H 21.2487 -19.7374 7.4764
H 20.9268 -18.6821 6.1409
H 18.4962 -17.8209 4.5814
C 17.9872 -31.3314 7.0789
C 17.5771 -30.1411 7.9838
C 16.4140 -30.4375 9.0052
C 16.8474 -31.3681 10.1824
C 17.9810 -30.6376 10.9231
C 19.2131 -30.3479 10.0762
N 18.7359 -29.6076 8.8312
O 19.8448 -29.2293 8.0934
C 20.2176 -29.4934 10.9594
C 19.9683 -31.6186 9.6928
C 17.0825 -28.9602 7.1509
H 17.8881 -32.2781 7.6101
H 19.0244 -31.2600 6.7513
H 17.4344 -31.3292 6.1395
H 15.9674 -29.5062 9.3533
H 15.7078 -31.0393 8.4331
H 17.1547 -32.3366 9.7878
H 15.9486 -31.4224 10.7967
H 18.3624 -31.1895 11.7822
H 17.7252 -29.7149 11.4440
H 19.8504 -28.5241 11.2967
H 20.5138 -30.0476 11.8501
H 21.1707 -29.2735 10.4784
H 19.2331 -32.3669 9.3969
H 20.6265 -31.4939 8.8330
H 20.5703 -31.9873 10.5233
H 16.2239 -29.1916 6.5206
H 17.8807 -28.7283 6.4458
H 16.8589 -28.0864 7.7629
H 19.9659 -28.3000 8.3017
C 21.9569 -23.2272 8.2321
C 22.9529 -24.3561 8.7627
C 21.9822 -25.3214 9.5891
C 22.5425 -26.7082 9.8069
C 22.9824 -27.3166 8.4833
C 24.0819 -26.4551 7.7209
N 23.6384 -25.0051 7.6194
O 24.5072 -24.1016 7.0016
C 25.3738 -26.6492 8.6250
C 24.2940 -27.0164 6.2583
C 23.9341 -23.6366 9.7360
H 21.3664 -23.7307 7.4667
H 22.4435 -22.3601 7.7853
H 21.2313 -22.9163 8.9837
H 21.9286 -25.0034 10.6303
H 20.9949 -25.2928 9.1282
H 21.7875 -27.3014 10.3228
H 23.3887 -26.6131 10.4874
H 22.0704 -27.3480 7.8872
H 23.3059 -28.3538 8.5704
H 25.2433 -26.4260 9.6839
H 25.7246 -27.6812 8.6178
H 26.2029 -26.0511 8.2468
H 24.6312 -28.0511 6.1958
H 23.4086 -27.1820 5.6445
H 25.0979 -26.5377 5.6991
H 24.7336 -24.3326 9.9896
H 23.4289 -23.1440 10.5668
H 24.4404 -22.8276 9.2095
H 24.0330 -24.0584 6.1680
C 19.6589 -16.5183 2.4813
C 19.6310 -17.1829 1.0238
C 21.0644 -17.2580 0.4731
C 21.8643 -18.4496 1.0047
C 21.1110 -19.7983 0.7644
C 19.7230 -19.8151 1.4415
N 19.0244 -18.5601 1.0870
O 17.6777 -18.5431 1.5515
C 18.9587 -21.0228 0.9245
C 19.9067 -19.8530 2.9456
C 18.7899 -16.3143 -0.0083
H 18.7967 -16.8965 3.0305
H 19.5262 -15.4454 2.3419
H 20.6353 -16.6561 2.9459
H 21.1489 -17.2617 -0.6136
H 21.5719 -16.3187 0.6930
H 22.1935 -18.2475 2.0239
H 22.8017 -18.5953 0.4679
H 21.7871 -20.5240 1.2163
H 21.0207 -19.9988 -0.3032
H 19.5449 -21.9290 1.0767
H 17.9938 -21.1853 1.4047
H 18.7961 -21.0454 -0.1531
H 19.0378 -20.0288 3.5798
H 20.4902 -20.7152 3.2683
H 20.4369 -18.9458 3.2357
H 18.4759 -17.0647 -0.7338
H 19.3242 -15.5927 -0.6263
H 17.8673 -15.8800 0.3769
H 17.2081 -19.0972 0.9238
C 16.3196 -25.3462 2.9636
C 17.0111 -24.1504 3.5758
C 16.4784 -23.9844 5.0364
C 17.0901 -25.0226 5.9899
C 18.6312 -24.7829 5.9995
C 19.1829 -25.1393 4.5425
N 18.4971 -24.3213 3.5456
O 19.0878 -24.4310 2.3180
C 20.6955 -24.6211 4.6817
C 19.1131 -26.6733 4.2732
C 16.7179 -22.8816 2.7553
H 16.6492 -25.3883 1.9255
H 15.2404 -25.2054 2.9024
H 16.3494 -26.2900 3.5080
H 16.8140 -22.9759 5.2783
H 15.4022 -23.8321 5.1172
H 16.8008 -26.0059 5.6192
H 16.6106 -24.8086 6.9451
H 19.1412 -25.3752 6.7593
H 18.7711 -23.7276 6.2338
H 21.1900 -25.1093 5.5214
H 21.2277 -24.8285 3.7534
H 20.6637 -23.5600 4.9291
H 18.1316 -27.1462 4.3072
H 19.6018 -26.9389 3.3358
H 19.8174 -27.1230 4.9732
H 17.3221 -22.0500 3.1179
H 15.6513 -22.6829 2.8607
H 16.9561 -23.0368 1.7030
H 19.5437 -23.5870 2.2805
```

2.
C63H143N5O11 | ωB97M-V/def2-TZVPD

Gap between HOMO and LUMO, eV: 8.851
SMILES string: CC1(C)CCCC(C)(C)N1O.CC1(C)CCCC(C)(C)N1O.CC1(C)CCCC(C)(C)N1O.CC1(C)CCCC(C)(C)N1O.CC1(C)CCCC(C)(C)N1O.CC(C)O.CC(C)O.CC(C)O.CC(C)O.CC(C)O.CC(C)O
Relative energy (zero: lowest compared OMol25 entry of this formula, charge and spin), kcal/mol: 18.7
F_max, eV/A: 2.8

Geometry as XYZ:
```
222
C63H143N5O11, DFT ωB97M-V/def2-TZVPD
C -10.0849 -31.7837 -13.2021
C -10.1760 -32.7097 -11.9749
C -11.2761 -33.7742 -12.3110
C -11.1972 -35.0316 -11.4622
C -9.7568 -35.5871 -11.3858
C -8.7687 -34.5093 -10.9869
N -8.9344 -33.4167 -11.9320
O -7.9210 -32.4831 -11.7041
C -8.8623 -34.1613 -9.5098
C -7.3043 -35.0967 -11.1635
C -10.5271 -31.9443 -10.6811
H -9.4733 -32.2747 -13.9050
H -9.6771 -30.8034 -12.9662
H -11.0212 -31.5312 -13.6937
H -12.2324 -33.3574 -12.1584
H -11.2415 -34.0649 -13.3941
H -11.9065 -35.8391 -11.7939
H -11.4911 -34.7387 -10.4326
H -9.3314 -35.9062 -12.3309
H -9.6416 -36.4071 -10.6901
H -8.3598 -34.9519 -8.9369
H -8.4660 -33.1705 -9.3567
H -9.8799 -34.1576 -9.1056
H -6.4653 -34.4315 -10.8016
H -7.2462 -35.9496 -10.5188
H -7.1303 -35.3863 -12.1990
H -11.1804 -32.4003 -9.9447
H -11.1144 -31.0500 -11.0011
H -9.6420 -31.5362 -10.2315
H -7.5874 -32.2639 -12.5738
C -11.6934 -29.4704 -2.0138
C -10.4096 -29.1181 -2.7259
C -9.2083 -29.3102 -1.7303
C -7.8427 -29.1317 -2.3367
C -7.7592 -30.2252 -3.3621
C -8.8893 -30.0856 -4.5065
N -10.1652 -30.0810 -3.8127
O -11.2347 -29.9444 -4.7827
C -8.5692 -28.8860 -5.4634
C -8.8205 -31.4079 -5.3077
C -10.4873 -27.6487 -3.1623
H -11.8804 -28.7948 -1.1623
H -11.6077 -30.5229 -1.7478
H -12.5426 -29.3629 -2.7001
H -9.4116 -28.6555 -0.9104
H -9.2520 -30.3173 -1.3130
H -6.9967 -29.2396 -1.6521
H -7.7445 -28.1418 -2.7989
H -7.8727 -31.2258 -2.9145
H -6.8517 -30.2038 -3.9388
H -8.2704 -27.9872 -4.9384
H -7.6752 -29.1650 -6.0368
H -9.4308 -28.6544 -6.1180
H -7.8342 -31.4567 -5.7567
H -9.0247 -32.2933 -4.6943
H -9.5479 -31.3552 -6.1357
H -10.9028 -27.4479 -4.1785
H -9.5420 -27.0709 -3.2132
H -11.0601 -26.9731 -2.5004
H -11.9450 -30.5314 -4.4395
C -5.4717 -30.7824 -7.3417
C -5.6587 -29.9855 -8.6478
C -6.9822 -30.4241 -9.2601
C -7.3381 -29.5903 -10.4864
C -7.5379 -28.1013 -10.0518
C -6.1978 -27.5707 -9.4662
N -5.7840 -28.5335 -8.3344
O -4.6251 -28.0655 -7.6576
C -5.1013 -27.3152 -10.5190
C -6.5449 -26.2824 -8.7260
C -4.3885 -30.3488 -9.5016
H -4.6217 -30.4122 -6.7954
H -5.3482 -31.7879 -7.7134
H -6.3468 -30.6511 -6.7505
H -6.8311 -31.5013 -9.4467
H -7.7463 -30.3115 -8.4983
H -8.2558 -29.9586 -11.0082
H -6.5533 -29.6868 -11.2272
H -8.3198 -28.0257 -9.3155
H -7.8107 -27.5765 -10.9762
H -4.9928 -28.2299 -11.1166
H -5.5219 -26.5624 -11.2162
H -4.1507 -26.8844 -10.1120
H -7.2672 -26.5227 -7.9487
H -5.6819 -25.7854 -8.2153
H -6.8801 -25.5643 -9.4729
H -3.5548 -29.7448 -9.2191
H -4.5585 -30.0912 -10.5165
H -4.1272 -31.3750 -9.4208
H -4.9191 -28.0174 -6.7140
C -9.1226 -29.0261 -15.4816
C -8.6871 -27.7836 -14.7759
C -7.1650 -27.8582 -14.4548
C -6.6613 -26.5509 -13.8875
C -6.8668 -25.5567 -15.0017
C -8.2886 -25.4036 -15.5186
N -8.8513 -26.7118 -15.7476
O -10.2393 -26.5769 -16.1403
C -9.0607 -24.4267 -14.5417
C -8.2408 -24.7089 -16.9475
C -9.5116 -27.5720 -13.4671
H -8.5980 -29.1588 -16.4225
H -10.2053 -29.0111 -15.6250
H -8.9506 -29.9393 -14.8306
H -7.0392 -28.6226 -13.7037
H -6.6778 -28.0770 -15.3731
H -5.6410 -26.5880 -13.4835
H -7.2885 -26.2564 -13.0479
H -6.1875 -25.7918 -15.8133
H -6.6617 -24.5854 -14.6223
H -8.8096 -23.4212 -14.8737
H -10.1376 -24.5364 -14.6386
H -8.7845 -24.6353 -13.4930
H -9.2203 -24.3966 -17.3635
H -7.5690 -23.8725 -16.9089
H -7.7225 -25.3563 -17.7030
H -10.4705 -27.0724 -13.5763
H -8.9898 -26.9087 -12.7721
H -9.6309 -28.5171 -12.9992
H -10.2345 -27.1165 -16.9296
C -12.2244 -24.7080 -4.4368
C -12.0420 -23.2865 -5.2217
C -10.8613 -22.4414 -4.6451
C -9.5342 -23.0412 -4.9132
C -9.4523 -23.0643 -6.4389
C -10.5066 -23.9434 -7.1758
N -11.7682 -23.3660 -6.7208
O -12.8469 -24.1528 -7.2652
C -10.4318 -23.6780 -8.6784
C -10.2652 -25.4395 -6.9732
C -13.3281 -22.4639 -5.1182
H -12.9135 -25.2849 -5.0241
H -12.6301 -24.5264 -3.4176
H -11.2982 -25.1874 -4.2294
H -10.9219 -21.4397 -5.1273
H -11.0398 -22.2656 -3.5445
H -9.4719 -24.0040 -4.3854
H -8.7924 -22.3776 -4.4746
H -8.4544 -23.4572 -6.6916
H -9.4808 -22.0524 -6.9005
H -10.7082 -22.6156 -8.8077
H -9.4362 -23.8681 -9.0931
H -11.1627 -24.2736 -9.2109
H -11.1395 -26.0817 -7.2715
H -9.3939 -25.6474 -7.5759
H -10.0888 -25.6713 -5.8992
H -14.2243 -23.0845 -5.4397
H -13.2489 -21.5645 -5.7498
H -13.4942 -22.2136 -4.0758
H -13.2719 -23.5943 -7.9507
C -6.2841 -20.8760 -12.8995
C -5.7227 -21.9370 -11.9072
C -6.1471 -23.3832 -12.2251
O -4.2292 -21.9035 -11.9543
H -5.7880 -19.9461 -12.6875
H -7.3554 -20.6268 -12.7484
H -5.9774 -21.1577 -13.9146
H -5.9638 -21.5829 -10.8787
H -5.4525 -23.9678 -11.6287
H -5.7270 -23.5176 -13.2148
H -7.1929 -23.7372 -12.0495
H -4.0400 -20.9939 -11.7612
C -5.8867 -25.5666 -5.0141
C -4.7187 -26.3877 -4.6150
C -4.3691 -26.2881 -3.1478
O -5.0615 -27.7699 -4.9625
H -5.6704 -24.5036 -4.9688
H -6.7369 -25.8281 -4.3642
H -6.1918 -25.8535 -6.0164
H -3.7656 -26.1173 -5.1946
H -3.3738 -26.7429 -2.9347
H -5.1353 -26.8285 -2.5335
H -4.3097 -25.2053 -2.8346
H -4.2003 -28.2656 -4.7989
C -12.4745 -30.2063 -8.2476
C -12.1105 -28.8113 -7.9454
C -11.4150 -28.1543 -9.1248
O -13.3112 -28.1576 -7.5501
H -13.0250 -30.3948 -9.1578
H -13.0710 -30.6842 -7.4598
H -11.5370 -30.7518 -8.2531
H -11.4259 -28.8839 -7.1079
H -12.0964 -28.2542 -9.9667
H -10.4590 -28.5677 -9.3377
H -11.1708 -27.0635 -9.0017
H -13.2443 -27.2288 -7.4635
C -3.6938 -34.6030 -4.9211
C -5.1473 -34.1629 -4.9191
C -5.2923 -32.8347 -4.2941
O -5.6103 -34.1652 -6.2634
H -3.5852 -35.2546 -4.0617
H -3.0330 -33.7461 -4.7880
H -3.4015 -35.2240 -5.8253
H -5.7265 -34.8808 -4.3739
H -6.3254 -32.5241 -4.1160
H -4.8150 -31.9939 -4.7514
H -4.8797 -32.8505 -3.2651
H -6.5166 -33.8088 -6.3656
C -2.0425 -25.6871 -8.6417
C -1.2829 -27.0117 -8.7912
C 0.1189 -26.7917 -8.2704
O -1.9123 -28.0236 -8.0444
H -2.1777 -25.2545 -7.6324
H -3.0632 -25.8029 -8.9360
H -1.5372 -24.9173 -9.2576
H -1.2878 -27.2667 -9.8607
H 0.1451 -26.8397 -7.2218
H 0.3968 -25.7911 -8.6302
H 0.8531 -27.4848 -8.6498
H -2.8852 -27.9267 -8.0881
C -0.6910 -30.4578 -5.9949
C -2.0352 -30.0016 -5.3461
C -2.3466 -30.6290 -3.9746
O -2.1756 -28.5374 -5.3663
H -0.6753 -30.0598 -7.0129
H -0.5604 -31.5572 -5.9696
H 0.1897 -30.0709 -5.4682
H -2.8289 -30.3224 -5.9764
H -1.7366 -30.2084 -3.2094
H -2.1782 -31.7052 -3.9617
H -3.3711 -30.4538 -3.6471
H -1.9128 -28.2356 -6.2803
```